Entry 1:
The following is a quantum chemistry calculation of C26H51NO2OsP2 as an isolated structure at a distorted geometry, from the OMol25 dataset.

ΔE to the lowest compared entry with this formula, charge and spin in kcal/mol: 99.6
Strongest force on any atom in eV/Å: 9.276
Net charge: +4
Expectation value of S²: 6.040
Multiplicity: 5

Each line ends with the Löwdin charge.
Element x y z (Å)
Os (0.9398, 0.5653, -2.0378)  1.056
C (1.0342, -1.2475, -1.8584)  -0.435
O (1.0448, -2.4378, -1.7337)  0.168
C (0.1113, 1.4226, -0.6317)  -0.462
O (-0.4838, 1.8347, 0.3357)  0.073
P (-1.3799, -0.1079, -2.1095)  1.129
C (-3.0044, -0.8789, -1.2724)  -0.412
H (-3.7529, -0.8624, -2.0725)  0.097
C (-2.2171, 1.5334, -2.7068)  -0.406
H (-2.1407, 2.1201, -1.7812)  0.122
C (-1.4176, -1.2237, -3.5825)  -0.501
H (-1.2370, -2.2161, -3.1281)  0.130
C (3.8102, -0.6138, -0.7673)  -0.524
P (2.3177, 0.1411, 0.0650)  1.128
H (3.4392, -0.4636, 2.2320)  0.120
H (3.5439, -1.6776, -0.8723)  0.104
C (3.0614, 1.7519, 0.6890)  -0.491
H (4.1264, 1.5054, 0.8145)  0.112
C (-1.3287, 2.0939, -3.7651)  -0.061
H (-1.4985, 1.6301, -4.7363)  0.109
H (-0.2548, 2.0476, -3.4926)  0.052
H (-1.6080, 3.1421, -3.8555)  0.147
C (-3.6908, 1.4908, -3.0814)  -0.016
H (-3.9284, 2.4861, -3.4821)  0.150
H (-4.3712, 1.3219, -2.2352)  0.096
H (-3.9276, 0.7645, -3.8678)  0.093
C (-2.7072, -1.3544, -4.4033)  -0.040
H (-3.5767, -1.6837, -3.8246)  0.095
H (-2.5390, -2.1267, -5.1667)  0.127
H (-2.9526, -0.4361, -4.9437)  0.089
C (-0.2184, -0.8431, -4.4377)  -0.092
H (0.0931, -1.7568, -4.9525)  0.131
H (0.6584, -0.4608, -3.8187)  0.015
H (-0.4810, -0.1010, -5.1888)  0.099
C (-2.8234, -2.3158, -0.8552)  -0.071
H (-2.8345, -2.9844, -1.7112)  0.095
H (-3.6334, -2.6477, -0.2016)  0.125
H (-1.8841, -2.4717, -0.3286)  0.048
C (-3.6293, -0.0057, -0.1606)  -0.074
H (-3.1892, -0.2252, 0.8279)  0.044
H (-4.7152, -0.2276, -0.0674)  0.132
H (-3.5407, 1.0811, -0.3455)  0.079
C (5.1474, -0.5748, -0.0058)  -0.052
H (5.0980, -0.9243, 1.0356)  0.085
H (5.6038, 0.4227, -0.0181)  0.098
H (5.8536, -1.2435, -0.5248)  0.123
C (3.8568, 0.0363, -2.1321)  -0.096
H (4.3920, 0.9823, -2.1045)  0.100
C (1.4224, -0.6490, 2.8224)  -0.124
H (2.8211, 0.1712, -2.5738)  0.005
H (4.4307, -0.6324, -2.7741)  0.126
C (2.7675, -2.3814, 1.5521)  -0.078
H (0.6249, -1.3770, 2.7331)  0.022
H (1.7792, -0.7853, 3.8454)  0.121
H (0.9991, 0.3456, 2.7404)  0.048
C (2.5138, -0.8859, 1.8108)  -0.392
H (2.6643, -2.9452, 2.4947)  0.116
H (3.7873, -2.5725, 1.1847)  0.084
H (2.0458, -2.7945, 0.8296)  0.077
C (2.5599, 2.3040, 2.0339)  -0.072
H (1.4887, 2.5209, 1.9976)  0.070
H (3.0742, 3.2547, 2.2256)  0.114
H (2.7667, 1.6571, 2.8886)  0.080
C (2.9003, 2.8105, -0.3890)  -0.108
H (3.2245, 2.4638, -1.3707)  0.054
H (3.4950, 3.6811, -0.1102)  0.118
H (1.8534, 3.1181, -0.4670)  0.061
H (-0.5240, -1.8438, 1.7459)  0.116
H (-1.2401, -1.8443, 1.3916)  0.096
N (-2.0489, -0.2695, 2.6192)  0.120
C (-1.8995, 0.0065, 3.9651)  -0.267
C (-1.5610, 1.3253, 4.3653)  0.041
C (-1.4396, 1.5625, 5.7486)  0.019
C (-1.6307, 0.5368, 6.6628)  0.032
C (-1.9734, -0.7319, 6.2525)  0.003
C (-2.0858, -1.0339, 4.9021)  0.036
H (-1.8741, -1.3149, 2.4298)  0.051
H (-1.6367, 0.3518, 1.9043)  0.088
H (-1.3868, 2.0992, 3.6248)  0.125
H (-1.1448, 2.5330, 6.0625)  0.126
H (-1.5186, 0.7056, 7.7155)  0.145
H (-2.1371, -1.5885, 6.9250)  0.152
H (-2.2837, -2.0590, 4.4731)  0.157

Entry 2:
The following is a quantum chemistry calculation of C52H55AsN3O5PSZn as an isolated structure, from the OMol25 dataset.

ΔE to the lowest compared entry with this formula, charge and spin in kcal/mol: 4.7
Strongest force on any atom in eV/Å: 0.383
Net charge: 0
Multiplicity: 1

Each line ends with the Löwdin charge.
Element x y z (Å)
Zn (0.5859, 0.4867, -0.2337)  0.591
O (1.6307, 1.8923, 4.9245)  0.043
C (0.3431, 2.2591, 4.8030)  -0.262
C (-0.3142, 2.6923, 5.9557)  -0.013
C (-1.6206, 3.1320, 5.8926)  -0.080
C (-2.3070, 3.1546, 4.6784)  -0.082
C (-1.6697, 2.7007, 3.5428)  -0.031
C (-0.3545, 2.2328, 3.5837)  -0.071
C (0.2436, 1.7246, 2.3305)  -0.423
O (-0.4873, 1.4938, 1.3277)  -0.142
N (1.5748, 1.5490, 2.3532)  0.041
N (2.0227, 1.1560, 1.1412)  -0.048
C (3.2790, 1.0978, 0.9452)  -0.062
C (3.7806, 0.8769, -0.4134)  -0.271
C (5.1431, 0.9154, -0.6698)  -0.017
C (5.5752, 0.8337, -1.9833)  -0.053
C (4.6305, 0.7276, -2.9874)  -0.039
C (3.2863, 0.6866, -2.6381)  -0.109
N (2.8630, 0.7462, -1.3772)  0.093
H (1.9678, 1.7133, 4.0165)  0.057
H (0.2360, 2.6884, 6.8877)  0.116
H (-2.1106, 3.4725, 6.7967)  0.102
H (-3.3247, 3.5189, 4.6261)  0.098
H (-2.1759, 2.6972, 2.5879)  0.090
H (3.9745, 1.3094, 1.7540)  0.134
H (5.8440, 1.0184, 0.1490)  0.115
H (6.6319, 0.8594, -2.2159)  0.111
H (4.9157, 0.6812, -4.0290)  0.109
H (2.5117, 0.5890, -3.3864)  0.100
C (-0.7277, -4.0487, 0.0267)  -0.083
C (-0.0810, -3.6084, 1.3485)  -0.661
C (1.4411, -3.5619, 1.1429)  -0.108
C (-0.3754, -4.6610, 2.4187)  -0.085
P (-0.5439, -1.8092, 1.7855)  1.181
C (-0.0243, -1.7566, 3.5538)  -0.349
C (-0.7755, -2.1681, 4.6575)  -0.100
C (-0.2481, -2.1311, 5.9388)  -0.077
C (1.0534, -1.6942, 6.1487)  -0.083
C (1.8175, -1.2871, 5.0677)  -0.084
C (1.2763, -1.3088, 3.7888)  -0.126
C (-2.4265, -1.6164, 1.7635)  -0.665
C (-2.7527, -1.2467, 0.3052)  -0.110
C (-3.2874, -2.8185, 2.1628)  -0.083
C (-2.8110, -0.4110, 2.6281)  -0.089
H (-0.1435, -4.8738, -0.3926)  0.089
H (-0.7588, -3.2581, -0.7224)  0.037
H (-1.7414, -4.4176, 0.1743)  0.071
H (1.7924, -4.5447, 0.8124)  0.087
H (1.9640, -3.3151, 2.0691)  0.068
H (1.7098, -2.8301, 0.3793)  0.053
H (-0.0077, -5.6271, 2.0561)  0.087
H (-1.4420, -4.7683, 2.6125)  0.066
H (0.1296, -4.4483, 3.3603)  0.075
H (-1.7846, -2.5304, 4.5241)  0.085
H (-0.8547, -2.4513, 6.7770)  0.102
H (1.4636, -1.6628, 7.1501)  0.102
H (2.8277, -0.9283, 5.2208)  0.106
H (1.8747, -0.9658, 2.9522)  0.080
H (-2.4639, -2.0201, -0.4087)  0.061
H (-2.2312, -0.3271, 0.0251)  0.041
H (-3.8307, -1.0755, 0.2033)  0.094
H (-3.1688, -3.6568, 1.4809)  0.063
H (-4.3385, -2.5134, 2.1250)  0.086
H (-3.0899, -3.1677, 3.1747)  0.060
H (-2.2778, 0.4838, 2.3079)  0.042
H (-2.6149, -0.5606, 3.6880)  0.074
H (-3.8841, -0.2252, 2.5080)  0.092
C (3.5348, -5.9821, -4.4264)  -0.051
C (2.6447, -4.8557, -3.9665)  -0.271
C (1.3641, -4.6962, -4.4836)  -0.033
C (0.5451, -3.6566, -4.0653)  -0.041
C (1.0138, -2.7581, -3.1216)  -0.267
C (2.2879, -2.9037, -2.5845)  -0.057
C (3.0925, -3.9475, -3.0075)  -0.035
S (-0.0158, -1.3966, -2.6568)  0.475
O (0.4129, -0.2407, -3.4220)  -0.337
O (-1.3772, -1.8203, -2.8443)  -0.287
O (0.2995, -1.2083, -1.1923)  -0.465
H (2.9752, -6.7126, -5.0094)  0.073
H (3.9872, -6.4942, -3.5763)  0.079
H (4.3458, -5.6043, -5.0526)  0.082
H (0.9968, -5.4010, -5.2205)  0.112
H (-0.4593, -3.5430, -4.4523)  0.116
H (2.6348, -2.2121, -1.8291)  0.099
H (4.0809, -4.0684, -2.5780)  0.115
C (-3.5261, 0.6375, -5.1909)  -0.081
C (-3.9671, 0.6221, -3.8778)  -0.075
C (-3.1620, 1.1305, -2.8693)  -0.104
C (-1.9150, 1.6743, -3.1627)  -0.357
C (-1.4619, 1.6496, -4.4784)  -0.128
C (-2.2704, 1.1494, -5.4874)  -0.073
As (-0.7662, 2.1985, -1.6787)  1.402
C (0.4545, 3.5076, -2.4347)  -0.379
C (1.6999, 3.6347, -1.8286)  -0.122
C (2.6145, 4.5778, -2.2779)  -0.074
C (2.2870, 5.4033, -3.3435)  -0.082
C (1.0332, 5.3035, -3.9349)  -0.076
C (0.1177, 4.3660, -3.4786)  -0.111
C (-1.9473, 3.3948, -0.6765)  -0.334
C (-1.7048, 4.7596, -0.5769)  -0.086
C (-2.5587, 5.5742, 0.1590)  -0.076
C (-3.6634, 5.0355, 0.7990)  -0.085
C (-3.9011, 3.6694, 0.7205)  -0.088
C (-3.0389, 2.8550, 0.0043)  -0.132
H (-4.1469, 0.2311, -5.9790)  0.102
H (-4.9316, 0.1981, -3.6300)  0.105
H (-3.5192, 1.0889, -1.8505)  0.077
H (-0.4636, 1.9860, -4.7217)  0.098
H (-1.9073, 1.1417, -6.5071)  0.104
H (1.9563, 3.0011, -0.9872)  0.070
H (3.5788, 4.6676, -1.7933)  0.105
H (3.0021, 6.1298, -3.7082)  0.103
H (0.7636, 5.9634, -4.7499)  0.105
H (-0.8712, 4.3267, -3.9170)  0.109
H (-0.8517, 5.2032, -1.0722)  0.093
H (-2.3546, 6.6357, 0.2258)  0.104
H (-4.3274, 5.6724, 1.3693)  0.103
H (-4.7477, 3.2320, 1.2361)  0.109
H (-3.2066, 1.7865, 0.0114)  0.078